Arrangement w

19
Properties=species:S:1:pos:R:3 method="wB97M-V/def2-TZVPD" multiplicity=1 gap_ev=9.298 molar_mass_g_mol=104.2 lumo_ev=0.56 homo_ev=-8.736 charge=0
C -0.82 1.70 -1.90
C -0.39 0.76 -0.80
C -1.49 0.57 0.27
N -1.12 0.01 1.54
C -0.30 -0.90 1.79
N 0.47 -1.68 0.95
H -1.69 1.30 -2.45
H -1.20 2.64 -1.50
H -0.06 1.89 -2.65
H -0.07 -0.21 -1.19
H 0.48 1.16 -0.28
H -2.31 0.00 -0.18
H -1.85 1.57 0.47
H -0.14 -1.21 2.83
H 1.08 -2.40 1.30
H 0.72 -1.34 0.04
O 2.83 -0.48 -0.92
H 2.46 -0.43 -1.81
H 3.55 0.16 -0.93


Arrangement x

19
Properties=species:S:1:pos:R:3 method="wB97M-V/def2-TZVPD" multiplicity=1 gap_ev=9.472 molar_mass_g_mol=104.2 lumo_ev=0.89 homo_ev=-8.582 charge=0
H -0.88 -0.80 -2.16
N -0.52 -1.08 -1.26
C 0.15 -0.16 -0.67
C 0.42 1.23 -1.20
O 1.47 -0.55 0.06
C 1.84 -1.91 0.01
H 0.87 1.83 -0.42
H 1.12 1.17 -2.03
H -0.50 1.69 -1.56
H 1.57 -2.41 0.96
H 1.32 -2.43 -0.80
H 2.92 -1.98 -0.16
C -1.73 1.26 1.31
N -0.83 0.13 1.08
H -2.42 1.34 0.47
H -1.14 2.18 1.35
H -2.31 1.16 2.23
H -1.33 -0.75 1.06
H -0.03 0.08 1.72


Ordering by calculated energy gives the sequence arrangement w, arrangement x, with the first entry being the most stable.


Arrangement w

51
Properties=species:S:1:pos:R:3 method="wB97M-V/def2-TZVPD" multiplicity=1 smiles="CCN(CC)S(=O)(=O)c1ccc(OC)c(NC(=O)CSc2cc(Cl)ccc2Cl)c1" gap_ev=9.001 molar_mass_g_mol=477.4 lumo_ev=0.37 homo_ev=-8.635 charge=0
C -1.99 -1.95 2.36
C -3.25 -1.95 1.49
N -3.35 -0.80 0.63
C -3.65 0.50 1.16
C -2.41 1.40 1.28
S -3.44 -0.99 -1.01
O -3.56 -2.38 -1.31
O -4.43 -0.08 -1.54
C -1.83 -0.42 -1.57
C -1.72 0.72 -2.32
C -0.46 1.18 -2.70
C 0.67 0.49 -2.31
O 1.95 0.85 -2.59
C 2.17 2.01 -3.36
C 0.54 -0.69 -1.54
N 1.72 -1.33 -1.15
C 1.90 -2.15 -0.09
O 1.02 -2.63 0.59
C 3.37 -2.44 0.21
S 4.43 -0.97 0.05
C 3.43 0.28 0.81
C 2.51 -0.01 1.82
C 1.71 1.00 2.32
Cl 0.58 0.63 3.57
C 1.82 2.30 1.85
C 2.76 2.60 0.88
C 3.56 1.59 0.36
Cl 4.74 1.96 -0.83
C -0.72 -1.14 -1.18
H -1.97 -2.87 2.95
H -1.09 -1.91 1.75
H -1.99 -1.11 3.05
H -4.14 -2.00 2.14
H -3.25 -2.82 0.83
H -4.37 0.97 0.49
H -4.11 0.38 2.14
H -1.98 1.57 0.29
H -2.69 2.35 1.71
H -1.66 0.93 1.90
H -2.61 1.25 -2.61
H -0.38 2.07 -3.29
H 1.73 1.92 -4.35
H 1.78 2.90 -2.86
H 3.25 2.10 -3.45
H 2.55 -0.94 -1.60
H 3.76 -3.15 -0.52
H 3.46 -2.88 1.20
H 2.42 -1.00 2.22
H 1.18 3.08 2.24
H 2.87 3.60 0.51
H -0.84 -2.05 -0.61


Arrangement x

51
Properties=species:S:1:pos:R:3 method="wB97M-V/def2-TZVPD" multiplicity=1 smiles="COc1ccc(N(CC(=O)NCCSCc2cccc(Cl)c2)S(C)(=O)=O)cc1Cl" gap_ev=8.824 molar_mass_g_mol=477.4 lumo_ev=0.53 homo_ev=-8.292 charge=0
C -2.58 7.18 -0.96
O -1.74 6.71 0.07
C -1.54 5.38 0.19
C -2.11 4.40 -0.62
C -1.85 3.06 -0.41
C -1.00 2.64 0.61
N -0.76 1.28 0.80
C -0.14 0.81 2.02
C -0.51 -0.66 2.22
O -1.65 -1.06 2.04
N 0.47 -1.44 2.72
C 0.29 -2.86 2.86
C 0.83 -3.62 1.65
S 2.66 -3.50 1.56
C 2.88 -2.78 -0.11
C 2.32 -3.69 -1.15
C 2.90 -4.92 -1.42
C 2.34 -5.77 -2.36
C 1.19 -5.41 -3.04
C 0.61 -4.18 -2.76
Cl -0.83 -3.71 -3.58
C 1.17 -3.32 -1.83
S -0.55 0.28 -0.54
C -2.13 -0.53 -0.82
O -0.21 1.07 -1.68
O 0.41 -0.72 -0.13
C -0.41 3.61 1.41
C -0.69 4.95 1.21
Cl 0.04 6.13 2.23
H -2.57 8.26 -0.87
H -3.60 6.81 -0.85
H -2.19 6.90 -1.95
H -2.77 4.67 -1.43
H -2.31 2.33 -1.06
H 0.95 0.93 2.00
H -0.56 1.37 2.86
H 1.42 -1.12 2.67
H 0.79 -3.19 3.77
H -0.79 -3.05 2.94
H 0.44 -3.19 0.73
H 0.57 -4.67 1.71
H 2.38 -1.81 -0.12
H 3.96 -2.66 -0.21
H 3.79 -5.22 -0.88
H 2.80 -6.73 -2.56
H 0.75 -6.07 -3.76
H 0.72 -2.36 -1.63
H -2.44 -0.98 0.12
H -2.84 0.20 -1.17
H -1.97 -1.29 -1.58
H 0.28 3.35 2.20


Ordering by calculated energy gives the sequence arrangement w, arrangement x, with the first entry being the most stable.


Arrangement w

6
Properties=species:S:1:pos:R:3 method="wB97M-V/def2-TZVPD" multiplicity=1 gap_ev="7.770 / 7.744" molar_mass_g_mol=84.0 lumo_ev="-2.58 / -2.58" homo_ev="-10.353 / -10.329" charge=0
F 0.30 -0.80 2.05
P -0.40 0.93 -0.74
P 1.15 -0.58 -0.40
H 0.22 1.62 0.22
H -1.49 0.41 0.02
H 0.21 -1.58 -1.15


Arrangement x

6
Properties=species:S:1:pos:R:3 method="wB97M-V/def2-TZVPD" multiplicity=1 smiles=F[PH]#[PH2] gap_ev=10.264 molar_mass_g_mol=84.0 lumo_ev=0.48 homo_ev=-9.781 charge=0
F 0.48 -2.46 0.56
P 0.90 -1.20 -0.41
P -0.34 0.18 0.81
H -0.03 -1.26 -1.57
H -1.47 -0.62 0.85
H -0.87 1.03 -0.33


Ordering by calculated energy gives the sequence arrangement x, arrangement w, with the first entry being the most stable.


Arrangement w

26
Properties=species:S:1:pos:R:3 method="wB97M-V/def2-TZVPD" multiplicity=1 gap_ev=9.157 molar_mass_g_mol=155.2 lumo_ev=-3.20 homo_ev=-12.355 charge=+1
C 2.07 0.13 2.33
C -0.34 0.78 -1.75
C 1.89 1.43 1.47
C 1.87 -0.60 1.05
C -2.51 -0.20 0.86
C -2.92 -1.56 0.28
C -0.33 -0.06 -3.09
C -1.28 -0.32 -1.37
N 1.87 0.63 0.20
N -2.12 -0.65 -0.43
O -1.04 -1.07 -2.43
H 3.04 -0.10 2.72
H 1.35 0.07 3.13
H 0.64 0.73 -1.29
H -0.73 1.86 -1.82
H 0.90 1.97 1.50
H 2.58 2.32 1.60
H 2.72 -1.23 0.61
H 0.93 -1.21 1.10
H -3.29 0.58 0.84
H -1.74 -0.14 1.72
H -2.45 -2.56 0.46
H -3.88 -1.61 -0.06
H -0.86 0.29 -4.02
H 0.81 -0.34 -3.37
H 2.81 0.84 -0.24


Arrangement x

26
Properties=species:S:1:pos:R:3 method="wB97M-V/def2-TZVPD" multiplicity=1 smiles="CC1=CC=C[C@@](N)(O)[C@]1(C)[NH3+]" gap_ev=9.595 molar_mass_g_mol=155.2 lumo_ev=-3.06 homo_ev=-12.658 charge=+1
C 0.99 -1.61 1.88
C 0.35 -1.23 0.59
C 0.49 -1.87 -0.55
C -0.05 -1.35 -1.86
C -0.10 -0.01 -2.08
C 0.05 1.03 -0.93
N 1.42 1.38 -0.55
O -0.63 2.17 -1.17
C -0.40 0.40 0.43
C -2.00 0.10 0.40
N -0.04 1.33 1.44
H 1.81 -0.87 2.07
H 1.42 -2.54 1.73
H 0.47 -1.75 2.82
H 0.83 -2.91 -0.49
H -0.21 -2.12 -2.56
H -0.44 0.34 -3.04
H 1.75 2.15 -1.07
H 2.16 0.63 -0.65
H -1.08 2.15 -1.95
H -2.73 0.68 1.13
H -2.21 -0.99 0.40
H -2.14 0.44 -0.63
H -0.89 1.83 1.50
H 0.34 0.81 2.19
H 0.83 1.82 0.94


Arrangement y

26
Properties=species:S:1:pos:R:3 method="wB97M-V/def2-TZVPD" multiplicity=1 gap_ev=10.588 molar_mass_g_mol=155.2 lumo_ev=-3.00 homo_ev=-13.584 charge=+1
H 1.81 -0.18 2.45
N 1.21 0.01 1.61
C 1.81 0.71 0.75
C 3.09 1.50 0.91
O 1.26 1.31 -0.32
C -0.01 1.10 -0.84
C -0.32 2.25 -1.72
C -0.76 0.06 -0.66
N -2.12 -0.54 -0.93
C -1.13 -1.28 -0.09
C -1.62 -1.37 1.41
C -0.62 -2.63 -0.56
H 3.78 1.08 0.17
H 3.01 2.53 0.66
H 3.47 1.57 1.87
H -1.37 2.31 -1.77
H 0.04 3.17 -1.13
H 0.36 2.29 -2.49
H -3.00 -0.17 -0.53
H -2.33 -0.95 -1.84
H -2.34 -0.56 1.77
H -2.12 -2.30 1.53
H -0.74 -1.21 1.95
H -0.20 -2.63 -1.61
H 0.25 -2.76 0.08
H -1.40 -3.34 -0.67


Ordering by calculated energy gives the sequence arrangement x, arrangement y, arrangement w, with the first entry being the most stable.